[1]
The following is a DFT calculation (wB97M-V/def2-TZVPD) of a structure of composition C22H30LuO2Si at a distorted geometry.

Each line ends with the Mulliken charge.
Cartesian coordinates (Å):
C 0.72 2.14 3.50  -0.6748
C 1.06 2.65 2.20  -0.7384
C -0.16 2.98 1.53  -0.5612
H 2.08 2.87 1.85  0.5074
C -1.25 2.66 2.41  -0.6139
C -0.70 2.15 3.63  -0.4107
H -1.24 2.02 4.57  0.4955
H 1.42 1.98 4.32  0.7226
H -0.25 3.47 0.55  0.4786
H -2.30 2.94 2.26  0.5628
Lu -0.11 0.57 1.73  1.1460
C 0.95 -3.68 -0.71  -0.9997
H 1.36 -2.70 -0.44  0.1652
H 0.12 -3.59 -1.42  0.2811
H 0.66 -4.21 0.20  0.2931
Si -0.04 0.08 -1.27  0.3714
C 1.33 -0.18 -2.54  -0.2761
C 2.31 0.81 -2.79  -0.0969
H 2.20 1.79 -2.31  0.3500
C 3.40 0.55 -3.62  -0.5351
H 4.15 1.31 -3.79  0.3902
C 3.57 -0.70 -4.22  -0.4594
H 4.46 -0.94 -4.79  0.3895
C 2.59 -1.67 -4.02  -0.7578
H 2.69 -2.65 -4.48  0.3889
C 1.47 -1.41 -3.21  0.1333
H 0.69 -2.16 -3.09  0.4786
C -1.31 0.79 -2.48  0.4228
C -1.02 1.12 -3.83  0.0917
H 0.00 0.97 -4.23  0.1837
C -1.91 1.78 -4.68  -0.7853
H -1.62 2.03 -5.71  0.3641
C -3.16 2.20 -4.20  -0.3418
H -3.85 2.75 -4.84  0.3764
C -3.47 1.95 -2.85  -0.6351
H -4.42 2.33 -2.45  0.3509
C -2.54 1.32 -2.01  -0.3949
H -2.75 1.32 -0.93  0.0948
H 1.74 -4.28 -1.17  0.3220
H -0.10 -1.52 -0.70  -0.2494
C -3.00 -0.49 2.74  -0.6974
O -1.58 -0.71 2.78  -0.2789
C -1.21 -1.96 3.45  -0.5268
C 0.30 -2.09 3.48  -0.7197
O 0.92 -0.78 3.24  -0.3423
C 2.23 -0.65 3.81  -0.8878
H -3.23 0.10 1.84  0.1965
H -3.33 0.05 3.63  0.2492
H -3.53 -1.46 2.70  0.4153
H -1.62 -1.94 4.46  0.4213
H -1.66 -2.80 2.91  0.4597
H 0.63 -2.47 4.46  0.5592
H 0.64 -2.76 2.69  0.2690
H 2.88 -0.19 3.07  0.2627
H 2.18 -0.03 4.72  0.2716
H 2.61 -1.65 4.08  0.5184

Calculated values
* calculated total energy: -2531.50938 Ha
* HOMO-LUMO gap: 0.24867 Eh
* net charge: +1
* relative energy (zero: lowest compared OMol25 entry of this formula, charge and spin): 0.0 kcal per mole



[2]
The following is a DFT calculation (wB97M-V/def2-TZVPD) of an isolated molecule of C22H30N4O2.

Each line ends with the Mulliken charge.
Cartesian coordinates (Å):
O 1.46 2.12 0.97  -0.6734
C 0.56 1.33 1.19  0.4534
C 0.82 -0.03 1.85  -0.8417
C 1.01 -1.08 0.74  -0.8519
N 1.95 -0.59 -0.25  1.0027
N 3.21 -0.66 0.10  -1.1510
C 4.14 -0.12 -0.63  0.4835
C 5.52 -0.26 -0.18  0.8863
C 5.87 -1.35 0.62  -0.3565
C 7.17 -1.51 1.06  -0.5972
C 8.14 -0.58 0.72  -0.3918
C 7.80 0.51 -0.06  -0.6663
C 6.50 0.67 -0.51  -0.5730
C 3.79 0.58 -1.83  -0.5647
C 2.49 0.65 -2.19  -0.8152
C 1.46 0.05 -1.38  0.6657
O 0.26 0.06 -1.62  -0.5841
N -0.73 1.55 0.89  0.0325
C -1.11 2.66 0.05  -0.4972
C -2.63 2.70 -0.09  -0.9779
C -3.17 1.42 -0.75  -0.7339
N -3.10 0.28 0.15  0.3274
C -4.19 0.18 1.10  -1.1902
C -5.59 -0.08 0.53  -0.6521
C -5.95 -1.56 0.33  -0.7919
C -4.85 -2.43 -0.28  -0.6421
C -3.90 -1.71 -1.23  -0.9268
C -2.77 -0.98 -0.49  -0.4834
H 0.00 -0.32 2.50  0.4319
H 1.75 0.05 2.42  0.4428
H 1.40 -2.01 1.16  0.3285
H 0.07 -1.26 0.22  0.4241
H 5.11 -2.07 0.88  0.4086
H 7.43 -2.36 1.67  0.3725
H 9.16 -0.70 1.06  0.3780
H 8.55 1.25 -0.32  0.3769
H 6.24 1.55 -1.09  0.3300
H 4.56 1.03 -2.44  0.3440
H 2.16 1.16 -3.08  0.4815
H -1.42 0.80 0.90  0.2235
H -0.65 2.55 -0.94  0.1942
H -0.73 3.59 0.49  0.4031
H -2.90 3.56 -0.71  0.4525
H -3.08 2.83 0.89  0.2403
H -4.19 1.62 -1.10  0.3548
H -2.56 1.20 -1.62  0.5526
H -3.94 -0.61 1.82  0.5229
H -4.22 1.13 1.65  0.4611
H -6.33 0.36 1.20  0.4196
H -5.68 0.44 -0.43  0.2641
H -6.23 -1.98 1.30  0.2778
H -6.84 -1.60 -0.30  0.3728
H -5.33 -3.26 -0.81  0.4048
H -4.25 -2.88 0.52  0.3346
H -3.43 -2.45 -1.89  0.3882
H -4.44 -1.01 -1.87  0.3506
H -2.39 -1.65 0.29  0.4213
H -1.95 -0.78 -1.18  0.1531

Calculated values
* calculated total energy: -1225.83785 Ha
* HOMO-LUMO gap: 0.31516 Eh
* relative energy (zero: lowest compared OMol25 entry of this formula, charge and spin): 56.5 kcal per mole
* structure (SMILES): O=C(CCn1nc(-c2ccccc2)ccc1=O)NCCCN1CCCCCC1



[3]
The following is a DFT calculation (wB97M-V/def2-TZVPD) of a cluster of 2 separate species, C22H30N7O4S in total at a distorted geometry.

Each line ends with the Mulliken charge.
Cartesian coordinates (Å):
O -1.43 2.32 -8.18  -0.6038
O 2.39 -0.61 3.39  -0.5697
O -2.87 1.75 -5.03  -0.7989
N -1.73 1.32 3.74  -0.6386
O 2.42 -1.22 -0.12  -0.4643
S -0.69 -1.13 3.30  -0.1872
C -1.01 1.20 -8.46  0.6697
C 1.90 -0.72 2.28  0.3629
C -2.67 0.87 -5.87  0.5526
C -1.00 0.34 4.23  0.3579
C -1.74 2.29 4.73  -0.6267
C 0.98 0.47 -3.20  -0.8064
C -0.99 1.90 5.80  -0.1634
C -0.05 1.01 -3.91  0.3914
C -0.58 1.14 -1.76  -0.3914
C 1.57 0.43 6.72  -0.5511
C 0.07 -1.45 6.60  -0.4525
C 2.16 -1.64 7.80  -0.7214
C 0.37 -0.12 6.27  0.0345
C 2.48 -0.32 7.47  0.7348
C 0.95 -2.22 7.38  0.6359
N 2.77 -1.05 1.26  -0.1401
N 0.64 0.55 -1.86  0.1236
N -0.51 0.64 5.49  0.3161
N -3.72 0.37 -6.52  -0.1562
N -0.88 0.23 -7.55  -0.1139
N -1.01 1.42 -3.01  0.1388
C -0.62 0.87 -9.88  -1.2647
C 0.43 -0.42 2.01  -0.5593
C 3.79 0.28 7.92  -1.5408
C 0.61 -3.64 7.74  -1.4861
C -3.76 -0.76 -7.46  -0.7913
C -0.12 1.17 -5.42  -0.9801
C -1.23 0.35 -6.12  -0.2020
H 2.71 -2.10 -0.44  0.3234
H -2.27 3.24 4.66  0.4059
H 1.90 0.08 -3.61  0.4001
H -0.81 2.46 6.71  0.4185
H -1.12 1.35 -0.84  0.5045
H 1.82 1.46 6.45  0.4655
H -0.86 -1.89 6.26  0.4731
H 2.85 -2.23 8.40  0.4116
H 3.75 -1.11 1.55  0.2808
H 1.22 0.23 -1.08  0.2196
H -4.60 0.83 -6.32  0.2848
H -0.52 -0.65 -7.88  0.2750
H -1.90 1.86 -3.29  0.2857
H 0.44 0.61 -9.92  0.3428
H -1.22 0.04 -10.24  0.3501
H -0.79 1.74 -10.51  0.3413
H 0.29 0.66 1.96  0.3468
H 0.15 -0.85 1.05  0.3843
H 3.64 0.83 8.86  0.3168
H 4.54 -0.49 8.07  0.3888
H 4.16 0.98 7.16  0.3614
H 1.06 -4.33 7.02  0.2919
H -0.47 -3.79 7.74  0.3727
H 1.00 -3.88 8.74  0.3849
H -4.78 -1.15 -7.51  0.3455
H -3.48 -0.42 -8.46  0.2334
H -3.09 -1.56 -7.14  0.2717
H 0.85 0.87 -5.82  0.4590
H -0.25 2.23 -5.65  0.3209
H -1.20 -0.65 -5.70  0.6313

Calculated values
* calculated total energy: -1938.56424 Ha
* HOMO-LUMO gap: 0.28557 Eh
* net charge: +1